Formula: C41H48Cl2O5OsSSe
Source: the Open Molecules 2025 dataset
Level of theory: ωB97M-V/def2-TZVPD

Each line ends with the Mulliken charge.
Geometry (Å):
Os1 0.43 0.90 -1.44  0.95
C1 3.42 -4.80 3.35  -2.10
C2 2.00 -4.57 2.83  2.04
C3 1.63 -5.72 1.90  -1.68
C4 1.04 -4.56 4.03  -1.62
C5 1.87 -3.24 2.08  -0.55
C6 0.69 -2.90 1.44  -0.24
C7 0.57 -1.69 0.78  0.26
Se1 -0.95 -1.40 -0.33  -0.01
C8 -2.10 -0.16 0.54  -0.37
C9 -3.19 -0.68 1.23  -0.13
C10 -4.14 0.17 1.78  -0.82
C11 -3.95 1.54 1.59  0.20
C12 -2.88 2.10 0.89  -0.63
C13 -1.95 1.21 0.35  0.91
O1 -0.88 1.70 -0.33  -0.36
C14 -2.72 3.62 0.76  2.41
C15 -3.87 4.37 1.44  -2.46
C16 -2.73 4.04 -0.72  -1.36
C17 -1.41 4.07 1.42  -1.52
C18 -5.33 -0.40 2.56  2.03
C19 -6.31 0.69 3.00  -2.12
C20 -4.80 -1.11 3.81  -1.63
C21 -6.09 -1.40 1.69  -1.68
C22 1.62 -0.79 0.72  0.13
O2 1.47 0.42 0.10  -1.02
C23 2.82 -1.08 1.37  -0.54
C24 2.90 -2.30 2.03  0.07
C25 4.00 -0.08 1.40  2.33
C26 3.57 1.20 2.14  -1.67
C27 5.20 -0.67 2.14  -2.41
C28 4.46 0.27 -0.02  -1.71
H1 3.47 -5.78 3.83  0.43
H2 3.72 -4.06 4.09  0.36
H3 4.15 -4.79 2.54  0.41
H4 1.78 -6.68 2.41  0.47
H5 2.24 -5.71 0.99  0.36
H6 0.58 -5.68 1.60  0.30
H7 1.08 -5.51 4.56  0.44
H8 0.01 -4.39 3.71  0.33
H9 1.31 -3.77 4.74  0.35
H10 -0.16 -3.58 1.44  0.51
H11 -3.28 -1.75 1.35  0.53
H12 -4.67 2.22 2.02  0.63
H13 -4.84 4.12 1.01  0.43
H14 -3.71 5.44 1.31  0.46
H15 -3.90 4.17 2.52  0.45
H16 -3.61 3.65 -1.23  0.33
H17 -1.85 3.69 -1.25  0.06
H18 -2.75 5.13 -0.79  0.51
H19 -1.43 3.83 2.49  0.36
H20 -1.29 5.15 1.32  0.45
H21 -0.54 3.59 0.98  0.10
H22 -5.85 1.40 3.69  0.37
H23 -7.16 0.23 3.50  0.43
H24 -6.70 1.26 2.14  0.42
H25 -4.28 -0.41 4.47  0.36
H26 -4.10 -1.91 3.55  0.33
H27 -5.63 -1.56 4.37  0.44
H28 -6.43 -0.94 0.76  0.38
H29 -6.96 -1.78 2.23  0.46
H30 -5.46 -2.26 1.42  0.30
H31 3.83 -2.54 2.53  0.55
H32 3.32 0.97 3.18  0.40
H33 2.71 1.66 1.66  0.19
H34 4.40 1.91 2.14  0.42
H35 4.97 -0.90 3.18  0.44
H36 6.00 0.07 2.14  0.47
H37 5.58 -1.57 1.66  0.42
H38 3.74 0.90 -0.53  0.26
H39 4.63 -0.63 -0.62  0.37
H40 5.41 0.82 0.03  0.54
Cl1 -0.34 2.47 -3.26  -0.28
C29 -1.54 1.85 -4.37  0.98
C30 -2.15 2.79 -5.19  -0.90
C31 -3.08 2.33 -6.10  -0.37
C32 -3.38 0.97 -6.16  -0.74
C33 -2.74 0.08 -5.31  0.34
Cl2 -3.15 -1.60 -5.44  -0.22
C34 -1.79 0.49 -4.37  -0.22
S1 -1.01 -0.62 -3.28  -0.17
H41 -1.90 3.84 -5.12  0.46
H42 -3.58 3.03 -6.77  0.38
H43 -4.10 0.60 -6.87  0.42
O3 3.27 -1.32 -4.28  -0.70
C35 4.08 -0.25 -4.40  0.55
C36 5.20 -0.40 -5.22  -0.67
C37 6.08 0.65 -5.39  -0.27
C38 5.86 1.88 -4.76  -0.75
C39 4.75 2.03 -3.95  -0.60
C40 3.85 0.98 -3.76  0.22
C41 2.70 1.21 -2.88  1.23
O4 2.45 2.29 -2.34  -0.78
O5 1.90 0.19 -2.65  -0.54
H44 2.52 -1.09 -3.71  0.38
H45 5.36 -1.35 -5.70  0.46
H46 6.94 0.52 -6.02  0.39
H47 6.56 2.70 -4.90  0.42
H48 4.55 2.96 -3.44  0.42

Output
LUMO energy (spin up / spin down) = 0.01553 / -0.06405 hartree
Energy = -5778.0127 Eh
E_HOMO (spin up / spin down) = -7.91 / -7.93 eV
ΔE to the lowest compared entry with this formula, charge and spin = 24.4 kcal per mole
Spin multiplicity = 5
Gap between HOMO and LUMO (spin up / spin down) = 8.33 / 6.18 eV